Entry 1:
40
Properties=species:S:1:pos:R:3:forces:R:3 method="wB97M-V/def2-TZVPD" smiles="CCOC(OCC)P(=O)(C(C)C)C(C)C" de_lowest_kcal_mol=251.4 e_homo_ha=-0.3044
C -2.53765 3.22236 -0.47927 -2.736 0.977 -2.656
C -1.81799 1.81371 -0.78837 -4.621 5.761 -9.380
O -1.27244 1.62734 0.26379 7.613 -3.543 13.242
C -0.08069 0.86199 0.32201 -2.398 -2.029 -4.425
O 0.88322 1.40107 -0.39753 3.220 -1.900 -5.592
C 1.61377 2.54280 -0.27565 -5.235 1.230 9.246
C 2.73916 2.39473 0.77488 0.538 2.561 0.462
P -0.27518 -0.96084 -0.64301 2.586 1.533 14.314
O -0.74068 -0.64981 -1.85988 -3.715 2.001 -12.960
C -1.72050 -1.55685 0.34827 4.003 3.106 6.190
C -2.14148 -2.71642 -0.15370 -3.220 -8.976 -7.887
C -1.35719 -2.02235 1.87007 -0.096 3.579 1.918
C 1.28725 -1.89997 -0.47894 1.677 3.983 0.746
C 1.97596 -1.61362 -1.82729 1.216 2.409 6.174
C 2.20793 -1.68363 0.85616 -6.404 6.968 -4.607
H -3.23786 3.24785 0.39782 0.638 -0.772 -0.645
H -3.25694 3.51766 -1.41082 1.719 -0.453 2.028
H -1.87698 4.11917 -0.26409 -0.139 -1.439 -0.649
H -2.42263 0.99175 -1.06206 -1.619 -0.596 -0.972
H -1.10267 2.00372 -1.62944 -0.535 -0.118 0.057
H 0.35017 0.65514 1.17369 0.535 -0.504 5.868
H 0.62663 3.18633 0.12983 3.300 0.190 -0.853
H 2.06583 2.93320 -1.03154 1.715 1.780 -5.723
H 3.42705 1.66505 0.45906 1.211 -0.797 -0.943
H 3.34615 3.34283 1.12361 -1.316 -1.515 -1.303
H 2.43461 2.00271 1.69237 -1.172 -0.588 1.609
H -2.55035 -0.85465 0.50624 0.595 0.394 -0.639
H -2.30705 -2.57363 -1.29529 -0.880 0.005 1.429
H -3.12996 -3.11461 0.29674 1.785 0.148 -0.773
H -1.34882 -3.65983 -0.50993 -1.674 2.324 2.293
H -2.44173 -2.25914 2.39824 3.144 -0.137 -1.270
H -0.47374 -2.79532 1.89318 -2.217 1.208 0.222
H -1.00765 -0.97782 2.50806 -0.657 -3.030 -1.556
H 0.95573 -2.81282 -0.32304 -1.446 -5.009 -0.145
H 1.41242 -1.87919 -2.55379 -3.750 -1.128 -5.151
H 2.73913 -2.26216 -1.74707 3.426 -1.821 -0.414
H 2.26126 -0.56972 -1.74446 0.227 0.014 -0.770
H 1.44019 -1.73326 1.55179 -1.216 0.177 2.021
H 2.84414 -2.33033 1.12220 5.351 -4.920 1.048
H 2.48959 -0.60342 0.78718 0.545 -1.074 0.444



Entry 2:
19
Properties=species:S:1:pos:R:3:forces:R:3 method="wB97M-V/def2-TZVPD" de_lowest_kcal_mol=16.9 e_homo_ha=-0.5392 total_charge=+1
Li -0.41536 -0.04829 -0.19357 0.128 0.281 -0.242
O -2.37510 0.32343 -0.47598 -0.192 1.238 0.929
H -2.82527 1.09812 -0.87606 0.316 -0.843 -0.017
H -2.38125 0.57624 0.48013 -0.283 -0.356 -0.666
O -0.27079 -1.39610 -1.64037 1.043 -0.851 -1.331
H 0.39922 -1.12887 -2.34074 -1.085 -0.701 1.302
H -0.36345 -2.38484 -1.73721 0.184 1.623 0.110
O 0.63566 -1.09632 1.37723 -0.209 -1.021 -1.907
H 0.22699 -0.96300 2.20064 -0.663 0.514 1.936
H 0.39880 -2.02338 1.17343 0.390 0.371 -0.006
O 0.60389 1.91150 -0.84499 1.029 -1.235 0.342
H 1.46573 1.85532 -1.31988 -1.072 0.313 0.355
H 0.00680 2.47710 -1.31801 -0.093 0.519 -0.648
O -1.14232 1.29150 1.80162 0.876 0.468 1.392
H -0.68197 1.22659 2.68407 -0.810 0.034 -1.262
H -1.16728 2.25567 1.66179 0.011 -0.420 -0.063
O 2.50763 -1.42612 -0.54128 -2.231 0.050 -1.128
H 3.39599 -1.43792 -0.29043 2.138 0.004 0.727
H 1.98205 -1.11062 0.19959 0.520 0.013 0.177



Entry 3:
21
Properties=species:S:1:pos:R:3:forces:R:3 method="wB97M-V/def2-TZVPD" smiles="C=CP(=S)(CC)CC" de_lowest_kcal_mol=44.6 e_homo_ha=-0.2876
C 1.13912 -2.04869 1.53243 0.223 3.892 -2.556
C 0.17778 -1.10819 1.71205 4.277 -0.007 -3.657
P 0.31842 0.32367 0.46755 2.702 -0.719 -0.409
S 2.71208 0.90146 -0.04175 -3.637 -0.595 1.015
C -1.01968 1.49584 0.91408 -1.374 -0.415 1.139
C -1.26526 2.68830 -0.08376 -1.399 -1.650 1.933
C -0.19727 -0.40026 -1.17595 -1.500 -1.430 0.298
C 0.71871 -1.47147 -1.77976 0.457 2.224 2.028
H 1.17439 -2.96471 1.97822 -0.104 -2.260 1.445
H 1.95144 -1.82782 0.76231 -0.947 -0.325 1.284
H -0.57488 -1.33301 2.33683 -2.921 -0.066 2.135
H -1.91481 0.81921 1.00830 0.627 0.409 -0.496
H -0.95311 1.81352 2.01017 0.512 -0.141 -1.545
H -0.56196 2.59820 -0.82449 1.821 0.225 -1.899
H -2.25587 2.68871 -0.58360 0.487 0.014 0.744
H -1.07136 3.53497 0.52724 -0.123 1.182 -0.123
H -1.27422 -0.87953 -1.08324 1.871 1.327 -0.167
H -0.14489 0.36892 -1.94326 -0.573 0.559 0.377
H 1.74006 -1.23296 -1.67151 1.331 1.238 -0.223
H 0.76964 -2.35856 -1.29376 -0.942 -3.038 1.573
H 0.53166 -1.60760 -2.76810 -0.787 -0.425 -2.895